--- i ---
DFT (ωB97M-V/def2-TZVPD) results for a cluster of 2 separate species, C9H14 in total.

Cartesian coordinates (Å):
C: -2.52 1.03 1.91
C: -0.90 -0.91 -1.00
C: -1.76 0.08 -0.35
C: 0.10 -1.58 -0.37
C: -1.67 0.09 1.02
C: 0.07 -1.56 1.05
C: -0.78 -0.62 1.78
H: -0.96 -0.97 -2.02
H: -2.47 0.62 -0.95
H: 0.67 -2.28 -0.91
H: 0.75 -2.10 1.66
H: -3.49 1.34 1.54
H: -1.87 1.95 2.12
H: -0.47 -0.43 2.78
H: -2.77 0.43 2.95
C: 1.89 1.27 -1.36
C: 2.60 -0.11 -1.45
H: 2.27 1.75 -0.36
H: 2.09 2.12 -1.92
H: 0.79 1.10 -1.52
H: 2.34 -0.69 -2.36
H: 2.56 -0.60 -0.46
H: 3.54 0.06 -1.77

2S+1   2
Expectation value of S²   0.769
HOMO level (alpha / beta)   -14.572 / -14.541 eV
Net charge   +1

Results of the Löwdin charge analysis, in e, for atoms 1 through 5: C -0.032; C 0.029; C 0.112; C -0.046; C -0.256

***

--- ii ---
DFT (ωB97M-V/def2-TZVPD) results for a cluster of 2 separate species, C9H14 in total.

Cartesian coordinates (Å):
C: 0.87 -2.95 -2.09
C: 1.83 -3.56 -1.02
H: 0.31 -3.73 -2.60
H: 0.23 -2.29 -1.51
H: 1.40 -2.27 -2.76
H: 1.33 -3.66 -0.06
H: 2.68 -2.89 -0.87
H: 2.15 -4.52 -1.40
C: -1.02 3.79 0.11
C: -0.34 -0.16 1.52
C: -0.91 0.82 2.40
C: -0.17 0.13 0.16
C: -1.07 2.08 1.94
C: -0.25 1.42 -0.28
C: -0.61 2.47 0.62
H: -0.12 -1.13 1.94
H: -1.15 0.46 3.38
H: 0.19 -0.58 -0.56
H: -1.79 2.74 2.42
H: 0.13 1.65 -1.27
H: -0.69 4.58 0.76
H: -2.12 3.73 0.14
H: -0.86 3.87 -0.96

2S+1   2
Expectation value of S²   0.769
HOMO level (alpha / beta)   -14.434 / -14.433 eV
Net charge   +1

Results of the Löwdin charge analysis, in e, for atoms 1 through 5: C -0.150; C -0.152; H 0.067; H 0.014; H 0.064

***

What are the relative energies? In hartree: i 0.0582; ii 0.0000.

***

--- i ---
DFT (ωB97M-V/def2-TZVPD) results for a cluster of 2 separate species, C9H14 in total.

Cartesian coordinates (Å):
C: -0.07 -1.81 -1.10
C: 0.56 2.19 -2.36
C: -0.58 1.49 -2.85
C: 1.54 1.54 -1.56
C: -0.79 0.22 -2.41
C: 1.31 0.27 -1.15
C: 0.18 -0.47 -1.63
H: 0.53 3.26 -2.47
H: -1.18 1.91 -3.64
H: 2.43 2.08 -1.25
H: -1.60 -0.37 -2.81
H: 2.08 -0.21 -0.58
H: 0.42 -2.68 -1.55
H: -1.12 -2.10 -1.17
H: 0.21 -1.86 -0.05
C: -1.05 0.10 3.17
C: 0.03 -0.95 3.48
H: -1.05 0.43 2.13
H: -2.06 -0.26 3.31
H: -0.75 0.95 3.79
H: 0.74 -0.63 4.23
H: -0.43 -1.86 3.86
H: 0.66 -1.23 2.62

2S+1   2
Expectation value of S²   0.769
HOMO level (alpha / beta)   -14.297 / -14.299 eV
Net charge   +1

Results of the Löwdin charge analysis, in e, for atoms 1 through 5: C 0.003; C 0.070; C 0.009; C -0.001; C 0.022

***

--- ii ---
DFT (ωB97M-V/def2-TZVPD) results for a cluster of 2 separate species, C9H14 in total.

Cartesian coordinates (Å):
C: -0.69 -2.06 0.38
C: -2.12 1.25 -1.90
C: -1.74 0.07 -2.58
C: -1.88 1.39 -0.51
C: -1.20 -0.99 -1.89
C: -1.44 0.32 0.20
C: -1.19 -0.97 -0.50
H: -2.62 2.03 -2.45
H: -1.69 0.24 -3.65
H: -2.02 2.35 -0.05
H: -0.84 -1.86 -2.43
H: -1.47 0.28 1.28
H: 0.23 -2.51 -0.02
H: -1.35 -2.91 0.25
H: -0.58 -1.65 1.37
C: 2.84 1.37 1.59
C: 2.46 -0.10 1.51
H: 2.00 1.97 1.24
H: 2.75 1.68 2.64
H: 3.77 1.57 1.07
H: 3.26 -0.82 1.58
H: 1.83 -0.32 0.63
H: 1.69 -0.35 2.26

2S+1   2
Expectation value of S²   0.768
HOMO level (alpha / beta)   -14.069 / -14.068 eV
Net charge   +1

Results of the Löwdin charge analysis, in e, for atoms 1 through 5: C 0.003; C 0.056; C 0.012; C -0.016; C 0.015

***

What are the relative energies? In hartree: i 0.0000; ii 0.0078.

***

--- i ---
DFT (ωB97M-V/def2-TZVPD) results for a cluster of 2 separate species, C2H4N4 in total.

Cartesian coordinates (Å):
C: 1.28 0.91 0.46
C: 0.04 1.66 0.67
N: -1.36 -1.90 -0.47
N: -2.00 -2.06 0.45
N: -0.95 -1.65 -1.56
N: -0.05 0.80 -0.19
H: 2.27 1.10 -0.03
H: 1.33 0.09 1.20
H: -0.44 2.36 1.34
H: -0.12 -1.31 -1.87

HOMO level   -9.624 eV

Results of the Löwdin charge analysis, in e, for atoms 1 through 5: C -0.172; C -0.138; N -0.336; N 0.160; N 0.106

***

--- ii ---
DFT (ωB97M-V/def2-TZVPD) results for an isolated molecule of C2H4N4.

Cartesian coordinates (Å):
N: 0.42 -1.34 0.78
C: 0.04 -0.16 0.16
C: -0.92 0.79 0.45
N: -0.79 1.82 -0.43
N: 0.18 1.57 -1.25
N: 0.69 0.37 -0.90
H: 0.96 -1.98 0.20
H: -0.34 -1.82 1.24
H: -1.67 0.79 1.22
H: 1.42 -0.03 -1.47

HOMO level   -8.705 eV

Results of the Löwdin charge analysis, in e, for atoms 1 through 5: N 0.108; C -0.374; C -0.121; N -0.029; N -0.041

***

--- iii ---
DFT (ωB97M-V/def2-TZVPD) results for a cluster of 2 separate species, C2H4N4 in total.

Cartesian coordinates (Å):
C: -1.52 -0.41 0.05
N: 0.44 0.22 0.02
C: 0.77 1.22 0.53
N: 2.97 -0.31 -0.45
N: 2.50 -1.28 -0.69
N: -0.14 -0.82 -0.32
H: -1.57 -0.05 1.09
H: -2.16 -1.26 -0.13
H: -1.81 0.45 -0.58
H: 0.53 2.25 0.48

HOMO level (alpha / beta)   -8.708 / -8.708 eV

Results of the Löwdin charge analysis, in e, for atoms 1 through 5: C -0.122; N -0.243; C 0.073; N 0.023; N 0.028

***

--- iv ---
DFT (ωB97M-V/def2-TZVPD) results for a cluster of 2 separate species, C2H4N4 in total.

Cartesian coordinates (Å):
N: 0.99 1.31 -0.47
C: 0.79 0.00 -0.58
N: -1.30 -0.28 -1.17
C: -1.75 -0.85 -0.26
N: -0.31 -1.10 1.31
N: 0.65 -0.61 0.74
H: 0.75 1.84 0.36
H: 1.08 1.88 -1.31
H: -2.52 -1.35 0.31
H: 1.62 -0.84 1.06

HOMO level   -7.826 eV

Results of the Löwdin charge analysis, in e, for atoms 1 through 5: N 0.053; C -0.171; N 0.041; C -0.153; N 0.049

***

What are the relative energies? In hartree: i 0.1486; ii 0.0000; iii 0.0826; iv 0.1706.

***

--- i ---
DFT (ωB97M-V/def2-TZVPD) results for an isolated molecule of C3H3NO2S.

Cartesian coordinates (Å):
C: -0.97 -0.43 0.24
C: -0.71 0.94 0.71
C: -0.13 -1.41 0.34
N: 1.33 -0.06 -1.34
O: 0.53 -2.36 0.40
O: 0.47 1.31 0.99
S: 1.90 0.68 -0.07
H: -1.79 -0.64 -0.28
H: -1.57 1.51 1.13
H: 0.93 0.47 -2.11

HOMO level (alpha / beta)   -7.575 / -7.576 eV

Results of the Löwdin charge analysis, in e, for atoms 1 through 5: C -0.074; C -0.180; C -0.206; N -0.460; O 0.237

***

--- ii ---
DFT (ωB97M-V/def2-TZVPD) results for an isolated molecule of C3H3NO2S.

Cartesian coordinates (Å):
O: -2.50 -0.92 -0.16
C: -1.50 -0.35 0.03
C: -0.22 -0.98 -0.11
C: 0.71 -0.05 -0.26
S: 2.32 -0.36 -0.15
N: 0.03 1.27 -0.13
O: -1.36 1.05 -0.02
H: -0.24 -2.06 0.06
H: 2.50 0.17 1.22
H: 0.27 2.24 -0.49

HOMO level   -9.064 eV

Results of the Löwdin charge analysis, in e, for atoms 1 through 5: O 0.138; C -0.498; C -0.053; C -0.752; S 0.820

***

--- iii ---
DFT (ωB97M-V/def2-TZVPD) results for an isolated molecule of C3H3NO2S.

Cartesian coordinates (Å):
C: -0.11 1.13 -0.80
C: 0.49 3.12 -1.62
C: 0.37 -0.07 -0.17
N: -0.52 1.05 -2.80
O: 0.83 4.24 -1.40
O: 0.44 2.25 -0.66
S: -0.30 2.51 -3.18
H: -0.20 -0.29 0.84
H: 1.35 0.12 0.04
H: 0.25 -0.98 -0.68

HOMO level (alpha / beta)   -8.222 / -8.508 eV

Results of the Löwdin charge analysis, in e, for atoms 1 through 5: C -0.179; C -0.726; C -0.039; N -0.402; O 0.082

***

What are the relative energies? In hartree: i 0.0383; ii 0.0000; iii 0.0841.

***

--- i ---
DFT (ωB97M-V/def2-TZVPD) results for a cluster of 10 separate species, C4H27NO9 in total.

Cartesian coordinates (Å):
C: 1.06 -0.16 -2.73
C: 1.91 -1.37 -2.44
C: 1.08 -2.07 -1.38
N: -0.30 -1.74 -1.66
C: -0.37 -0.61 -2.65
H: 1.16 0.18 -3.75
H: 1.18 0.73 -2.17
H: 2.91 -1.15 -2.14
H: 1.96 -1.98 -3.34
H: 1.16 -3.16 -1.41
H: 1.41 -1.78 -0.39
H: -0.91 -2.53 -1.67
H: -1.14 0.12 -2.38
H: -0.69 -1.17 -3.53
O: -2.36 1.50 1.05
H: -1.99 2.10 0.37
H: -2.80 0.74 0.62
O: 0.89 -0.78 4.17
H: 1.70 -0.36 3.92
H: 0.21 -0.07 4.01
O: 0.42 0.67 -0.01
H: 0.39 -0.26 -0.24
H: -0.17 0.62 0.81
O: -2.04 3.85 -0.17
H: -1.09 3.90 -0.37
H: -2.02 3.86 0.80
O: -0.23 -3.47 1.04
H: -0.89 -3.93 1.64
H: 0.23 -2.76 1.47
O: -2.63 -2.21 1.74
H: -1.83 -1.67 1.73
H: -2.44 -2.94 2.34
O: -0.93 0.84 3.10
H: -1.18 1.81 3.38
H: -1.77 0.57 2.83
O: 3.10 1.75 -1.04
H: 2.28 1.27 -0.75
H: 2.81 2.64 -1.15
O: 0.61 3.31 -0.18
H: 0.28 2.36 -0.21
H: 1.03 3.35 0.70

HOMO level   -8.516 eV

Results of the Löwdin charge analysis, in e, for atoms 1 through 5: C -0.206; C -0.142; C -0.256; N -0.073; C -0.177

***

--- ii ---
DFT (ωB97M-V/def2-TZVPD) results for a cluster of 10 separate species, C4H27NO9 in total.

Cartesian coordinates (Å):
C: -2.84 2.76 -0.53
C: -1.33 2.88 -0.33
C: -0.74 1.73 0.46
C: 0.40 1.91 1.13
N: 1.26 0.83 1.40
H: -3.14 3.37 -1.39
H: -3.49 3.04 0.30
H: -3.14 1.74 -0.78
H: -0.83 2.98 -1.29
H: -1.13 3.84 0.16
H: -1.17 0.76 0.25
H: 0.83 2.84 1.47
H: 1.93 0.98 2.12
H: 0.80 -0.06 1.59
O: 3.38 -1.34 1.69
H: 2.57 -1.89 1.56
H: 3.13 -0.67 2.32
O: -0.50 -0.45 -1.74
H: -0.83 0.30 -2.23
H: 0.29 -0.83 -2.19
O: 3.21 -0.58 -0.96
H: 3.10 -0.82 -0.01
H: 4.12 -0.82 -1.14
O: 1.56 -1.56 -3.12
H: 2.04 -1.90 -2.35
H: 2.25 -1.03 -3.55
O: 0.90 -2.31 1.01
H: 0.23 -2.23 1.72
H: 0.49 -1.96 0.20
O: 2.86 1.38 -2.83
H: 2.17 2.04 -2.89
H: 2.72 0.86 -2.02
O: -3.15 -0.56 2.09
H: -2.65 -0.12 1.39
H: -3.80 -1.09 1.62
O: -0.81 -1.71 2.96
H: -0.85 -1.87 3.90
H: -1.75 -1.54 2.71
O: -2.96 -2.91 -0.76
H: -2.50 -2.19 -1.20
H: -2.62 -3.80 -0.78

HOMO level   -8.023 eV

Results of the Löwdin charge analysis, in e, for atoms 1 through 5: C -0.120; C -0.269; C -0.151; C -0.182; N 0.055

***

--- iii ---
DFT (ωB97M-V/def2-TZVPD) results for a cluster of 9 separate species, C4H27NO9 in total.

Cartesian coordinates (Å):
C: 2.25 3.98 -0.99
O: 1.45 3.37 0.02
C: 0.08 3.18 -0.29
C: -0.69 2.70 0.86
C: -2.14 2.49 0.32
N: -0.69 3.52 2.07
H: 2.03 3.53 -1.97
H: 3.29 3.78 -0.70
H: 2.03 5.05 -1.02
H: -0.39 4.13 -0.62
H: 0.07 2.44 -1.09
H: -0.42 1.66 1.12
H: -2.81 2.01 1.12
H: -2.14 1.77 -0.56
H: -2.65 3.39 0.08
H: -0.81 4.48 1.77
H: 0.30 3.39 2.40
O: 1.72 -4.68 -0.34
H: 2.08 -4.43 -1.21
H: 0.79 -4.85 -0.31
O: 2.00 -3.10 2.03
H: 2.53 -3.58 2.66
H: 1.90 -3.58 1.19
O: 0.30 -0.90 0.78
H: 0.98 -1.26 1.32
H: -0.56 -1.12 1.19
O: 2.17 0.91 -1.20
H: 1.99 1.61 -0.49
H: 2.53 0.12 -0.78
O: -2.25 -1.69 1.49
H: -2.54 -1.91 0.56
H: -2.84 -0.99 1.79
O: -0.20 -0.98 -2.03
H: 0.26 -0.20 -2.33
H: 0.07 -1.09 -1.08
O: -0.82 -5.24 -0.53
H: -1.38 -4.48 -0.81
H: -1.20 -5.56 0.30
O: -2.04 -2.71 -1.21
H: -1.38 -2.19 -1.69
H: -2.84 -2.95 -1.81

HOMO level   -9.625 eV

Results of the Löwdin charge analysis, in e, for atoms 1 through 5: C -0.087; O -0.232; C -0.251; C -0.462; C -0.067

***

What are the relative energies? In hartree: i 0.0507; ii 0.0042; iii 0.0000.

***

--- i ---
DFT (ωB97M-V/def2-TZVPD) results for a cluster of 2 separate species, C3H10O3 in total.

Cartesian coordinates (Å):
O: -0.20 0.32 2.61
C: -0.12 0.12 1.13
C: 0.31 1.48 0.36
C: 0.34 1.25 -1.20
O: 0.65 2.45 -1.96
H: -0.64 -0.49 2.79
H: -1.15 0.17 0.88
H: 0.57 -0.76 0.83
H: 1.26 1.83 0.71
H: -0.68 2.05 0.70
H: -0.60 0.74 -1.47
H: 1.08 0.50 -1.31
H: -0.03 2.74 -2.59
O: -0.03 -3.90 -0.61
H: 0.22 -4.78 -0.11
H: -0.99 -3.71 -0.76

HOMO level   -10.373 eV

Results of the Löwdin charge analysis, in e, for atoms 1 through 5: O -0.097; C -0.223; C -0.145; C -0.247; O -0.079

***

--- ii ---
DFT (ωB97M-V/def2-TZVPD) results for a cluster of 2 separate species, C3H10O3 in total.

Cartesian coordinates (Å):
O: 0.43 -2.36 -0.86
C: 0.10 -1.22 -0.08
C: 0.24 0.01 -0.95
C: 0.14 1.36 -0.25
O: 0.02 2.38 -1.26
H: -0.12 -3.10 -0.60
H: -0.96 -1.25 0.16
H: 0.66 -1.18 0.86
H: 1.18 -0.02 -1.51
H: -0.53 -0.03 -1.72
H: -0.69 1.49 0.43
H: 1.08 1.55 0.28
H: 0.90 2.69 -1.46
O: -0.70 -0.13 2.79
H: -0.73 0.73 3.22
H: -1.60 -0.42 2.61

HOMO level   -10.061 eV

Results of the Löwdin charge analysis, in e, for atoms 1 through 5: O -0.065; C -0.285; C -0.179; C -0.258; O -0.083

***

What are the relative energies? In hartree: i 0.0541; ii 0.0000.